[1]
13
Properties=species:S:1:pos:R:3 method="wB97M-V/def2-TZVPD" total_charge=0 molar_mass_da=111.10 smiles="C=Nn1cc[nH]c1=O" multiplicity=1 homo_lumo_gap_ev=8.92
C 1.79 0.55 1.72
N 1.38 1.01 0.62
N 0.52 0.14 -0.18
C 0.03 0.86 -1.29
C -1.18 0.43 -1.70
N -1.51 -0.55 -0.77
C -0.51 -0.77 0.18
O -0.47 -1.59 1.17
H 2.50 1.14 2.24
H 1.50 -0.49 1.98
H 0.76 1.57 -1.61
H -1.90 0.67 -2.43
H -2.70 -0.84 -0.64



[2]
103
Properties=species:S:1:pos:R:3 method="wB97M-V/def2-TZVPD" total_charge=+1 molar_mass_da=841.67 multiplicity=1 homo_lumo_gap_ev=7.11
Ti -0.04 -0.05 -0.38
O 1.75 -0.42 -0.51
C 2.69 -0.47 0.55
C 2.05 -1.36 1.65
C 0.94 -0.69 2.41
C 0.91 -0.74 3.79
C -0.07 -0.05 4.48
C -0.96 0.74 3.77
C -0.90 0.77 2.39
C -1.86 1.64 1.62
C -1.26 2.51 0.48
O -0.41 1.67 -0.30
C -2.41 2.99 -0.40
C -3.52 3.62 0.18
C -4.57 4.05 -0.61
C -4.53 3.87 -1.99
C -3.43 3.27 -2.57
C -2.37 2.84 -1.78
C -0.44 3.70 0.97
C -0.12 3.92 2.30
C 0.62 5.04 2.68
C 1.04 5.95 1.73
C 0.73 5.73 0.39
C 0.00 4.62 0.01
N -0.01 -0.01 1.73
C 3.01 0.94 1.05
C 2.91 2.03 0.20
C 3.26 3.30 0.63
C 3.71 3.50 1.92
C 3.83 2.42 2.78
C 3.48 1.15 2.35
C 3.98 -1.11 0.03
C 4.20 -1.17 -1.34
C 5.36 -1.74 -1.84
C 6.32 -2.25 -0.98
C 6.11 -2.18 0.39
C 4.95 -1.61 0.89
H 2.79 -1.68 2.38
H 1.69 -2.25 1.15
H 1.66 -1.31 4.32
H -0.11 -0.09 5.56
H -1.70 1.34 4.28
H -2.38 2.28 2.33
H -2.62 1.01 1.15
H -3.55 3.79 1.25
H -5.42 4.53 -0.15
H -5.36 4.20 -2.60
H -3.38 3.13 -3.64
H -1.51 2.38 -2.24
H -0.44 3.23 3.07
H 0.85 5.19 3.72
H 1.60 6.83 2.02
H 1.05 6.44 -0.36
H -0.25 4.47 -1.03
H 2.55 1.88 -0.82
H 3.17 4.14 -0.05
H 3.98 4.50 2.25
H 4.19 2.57 3.79
H 3.60 0.32 3.03
H 3.45 -0.79 -2.02
H 5.52 -1.78 -2.91
H 7.22 -2.70 -1.37
H 6.86 -2.57 1.07
H 4.83 -1.55 1.97
Br 0.03 -0.06 -3.14
C -1.88 -0.12 -3.34
C -2.43 0.11 -4.56
C -3.83 0.01 -4.70
C -4.60 -0.36 -3.64
C -4.02 -0.62 -2.37
C -4.80 -1.06 -1.28
C -4.21 -1.34 -0.08
C -2.82 -1.15 0.09
C -2.02 -0.68 -0.92
C -2.63 -0.46 -2.19
H -1.81 0.37 -5.41
H -4.28 0.20 -5.67
H -5.67 -0.47 -3.75
H -5.87 -1.18 -1.41
H -4.81 -1.71 0.75
H -2.40 -1.39 1.06
C -1.67 -4.99 -2.63
C -1.44 -3.54 -2.20
P -0.28 -3.26 -0.79
C 1.13 -4.34 -1.30
C 2.32 -4.37 -0.34
C -1.11 -4.25 0.53
C -0.69 -3.89 1.95
H -2.41 -5.03 -3.43
H -2.05 -5.60 -1.80
H -0.76 -5.45 -3.00
H -2.39 -3.09 -1.90
H -1.07 -2.95 -3.04
H 1.46 -3.97 -2.28
H 0.76 -5.35 -1.46
H 2.76 -3.38 -0.22
H 3.10 -5.03 -0.71
H 2.02 -4.74 0.64
H -0.95 -5.31 0.34
H -2.18 -4.07 0.41
H 0.38 -4.07 2.11
H -1.23 -4.48 2.69
H -0.88 -2.83 2.16



[3]
31
Properties=species:S:1:pos:R:3 method="wB97M-V/def2-TZVPD" total_charge=0 molar_mass_da=198.34 multiplicity=1 homo_lumo_gap_ev=7.44
C 0.63 -1.32 -2.42
C 1.23 -0.05 -1.87
Si 0.52 0.82 -0.51
C -1.30 0.73 -0.05
C -2.50 0.81 -0.03
O -3.76 0.69 0.28
C -4.40 -0.51 -0.16
N 1.38 2.05 0.36
C 0.73 3.23 0.73
C 2.80 2.07 0.28
H 0.29 -1.33 -3.48
H -0.29 -1.47 -1.93
H 1.26 -2.09 -2.14
H 2.28 -0.08 -1.81
H -3.85 -1.34 0.18
H -4.55 -0.48 -1.37
H -5.24 -0.46 0.45
H 0.54 3.26 1.79
H 1.30 4.15 0.70
H -0.26 3.35 0.15
H 3.06 1.09 -0.13
H 3.02 2.97 -0.28
H 3.38 2.22 1.30
C 1.66 -2.53 0.76
N 0.75 -1.76 1.12
C -0.56 -2.02 1.69
H 1.65 -3.59 0.96
H 2.55 -2.22 0.22
H -0.70 -1.33 2.57
H -0.98 -1.70 0.72
H -0.64 -3.14 1.94



Energy above the lowest of the compared OMol25 structures with the same formula, charge and spin / kcal/mol: 80.0; 13.0; 121.8